Record 1
DFT (the ωB97M-V functional and the def2-TZVPD basis) results for a molecular structure, C55H49BN7O4RbS2 at a distorted geometry.

XYZ file:
```
119
Properties=species:S:1:pos:R:3:forces:R:3:mulliken_charge:R:1
O 3.836 0.600 2.633 0.2 0.1 -0.3 -0.501
H -5.978 4.188 -3.209 0.0 0.0 0.0 0.388
C -1.110 -0.303 6.533 0.2 0.0 0.0 -2.151
C -0.558 -10.316 -1.464 -0.2 -0.3 0.0 0.667
C -4.522 4.169 -0.153 0.1 0.0 -0.1 -0.809
C -0.594 4.888 -2.351 0.1 0.0 0.0 -2.242
C 3.083 0.647 3.776 -0.4 -0.2 0.1 0.971
C 4.511 -3.020 -0.349 0.2 0.0 -0.3 -0.640
C -4.433 -1.536 1.544 2.5 0.3 -0.9 0.630
H -1.072 -1.335 6.180 -0.1 0.1 -0.1 0.335
H 0.048 -0.746 4.350 0.0 0.0 0.0 0.622
C -0.025 -6.647 -2.227 0.0 0.0 0.0 -1.001
B 3.117 -0.200 1.742 -0.2 -0.1 0.3 1.212
C 5.399 -2.367 -1.193 -0.1 -0.2 0.2 -0.758
H -0.183 -5.935 -3.026 0.0 0.0 0.0 0.412
C -5.270 3.946 -2.424 0.0 0.0 -0.1 -0.709
C 1.906 -0.064 3.579 0.3 0.3 0.2 0.071
S 1.246 -4.620 -0.911 0.3 0.5 0.1 -0.240
H 0.121 -1.009 8.800 0.0 0.0 0.0 0.422
C -3.089 -1.344 1.126 -3.0 -0.4 0.9 -0.321
H 4.307 1.724 5.173 0.0 0.0 0.0 0.449
C 0.690 -7.126 0.022 -0.1 0.1 -0.1 -0.445
H -6.959 0.153 3.042 0.0 0.1 0.0 0.340
C 1.871 3.660 -1.628 -0.1 -0.2 0.2 0.093
C -5.437 4.480 -1.157 0.0 0.1 0.1 -0.478
C 0.686 5.646 -2.701 -0.1 0.0 0.0 2.514
C -3.275 2.773 -1.708 0.1 0.0 0.1 1.127
C 2.212 -2.665 -5.494 0.1 0.0 0.0 -0.925
N -0.978 0.505 -3.283 0.1 0.3 0.6 0.436
H -0.052 -0.641 -6.988 0.0 0.0 0.0 0.316
C -5.069 -2.770 1.371 -1.2 -1.4 0.0 -0.644
H -0.605 3.899 -2.812 -0.1 0.0 0.0 0.345
H 0.609 6.848 -0.893 0.0 0.0 0.0 0.382
S 5.487 2.188 -1.575 -0.3 -0.2 0.2 -0.360
H 2.681 1.388 7.005 0.0 0.1 0.0 0.313
N -1.998 -1.166 0.819 2.5 0.4 -0.7 -0.369
C 0.269 0.183 6.996 -0.1 0.0 0.1 2.283
H -1.812 -0.261 7.367 0.0 0.0 0.0 0.459
C 5.382 -0.987 -1.274 -0.2 0.5 0.0 -0.514
C -4.204 3.100 -2.700 0.0 0.1 0.1 -0.247
C -0.677 0.205 -4.528 -0.1 -0.1 -0.4 -0.927
H 0.366 -9.137 0.686 0.0 0.0 0.0 0.376
C 0.308 -0.769 -4.858 0.0 0.1 0.1 0.804
C -1.404 2.283 0.233 0.1 -0.1 -0.3 -1.221
C 1.936 -2.268 -4.192 0.0 0.0 -0.2 -0.213
H -0.228 6.405 -4.518 0.0 0.0 0.0 0.455
C 3.380 1.192 5.005 0.1 0.0 -0.2 -1.800
H -1.467 5.431 -2.718 0.0 0.0 0.0 0.616
H -0.162 7.602 -2.296 0.0 0.0 0.0 0.416
C 4.249 1.158 -0.817 0.2 1.1 -0.6 -0.127
H -0.112 2.324 6.983 0.0 0.0 0.0 0.378
N -2.510 3.024 0.553 -0.1 0.2 0.4 0.193
C 1.237 0.335 5.824 0.1 0.0 0.0 0.527
C 1.481 -2.064 -6.524 0.0 0.1 0.1 -0.095
H 3.279 6.284 -3.230 0.0 0.0 0.0 0.382
H 2.963 -3.417 -5.696 0.0 0.0 0.0 0.365
C 0.686 5.885 -4.221 0.0 0.0 0.1 -1.801
H 1.106 -6.780 0.959 0.0 0.0 0.0 0.358
H -0.675 2.177 1.031 0.0 -0.1 0.0 0.646
C 0.960 -0.209 4.569 -0.1 -0.1 -0.2 -0.628
H -2.623 3.391 1.490 0.0 -0.2 -0.4 0.247
H 4.439 -4.099 -0.338 0.0 0.0 0.0 0.466
C 0.604 -6.191 -1.042 0.0 -0.3 0.0 -0.017
H -8.069 -2.037 2.760 -0.1 0.0 0.0 0.345
H 5.312 4.984 -2.866 0.0 0.0 0.0 0.359
O -0.585 -11.117 -0.560 0.0 0.0 0.0 -0.622
H -0.709 4.770 -1.271 0.0 -0.1 0.0 0.263
H -4.530 -3.580 0.897 0.0 -0.1 0.0 0.437
H 0.725 4.930 -4.748 0.0 0.0 0.0 0.379
C 4.505 -0.232 -0.493 0.1 -0.9 0.4 0.644
H -0.917 -8.229 -3.302 0.0 0.0 0.0 0.182
C 0.080 1.534 7.710 0.0 -0.1 -0.1 -1.739
H 1.021 -1.795 7.491 0.0 0.0 0.0 0.364
C 1.938 4.853 -2.324 -0.1 0.0 0.0 0.379
H 2.478 -2.717 -3.363 -0.1 0.0 0.0 0.424
C 4.359 4.607 -2.515 0.0 0.3 -0.1 -1.281
N 1.028 -1.360 -3.866 0.1 0.0 0.2 0.155
H 3.055 -2.790 1.190 0.0 0.0 -0.1 0.421
C 0.277 -8.425 -0.125 -0.1 -0.2 -0.1 -0.516
C 0.687 6.996 -1.971 0.1 0.0 0.0 -1.814
H 1.657 -2.348 -7.556 0.0 0.0 0.0 0.383
C -6.426 -0.666 2.575 0.9 0.7 -0.1 -0.427
H -6.858 -3.897 1.674 0.0 -0.1 0.0 0.334
C 3.032 2.917 -1.387 0.3 0.8 -0.3 -1.749
H 0.933 3.234 -1.290 0.0 0.0 -0.1 0.726
Rb 0.493 -0.744 -0.896 -0.3 -0.2 -0.2 0.566
H -1.497 0.330 5.731 -0.1 -0.1 0.0 0.499
C -5.129 -0.480 2.143 -1.1 1.1 0.8 -0.681
H 1.775 -0.495 8.425 0.0 0.0 0.0 0.360
H 1.603 7.556 -2.173 0.0 0.0 0.0 0.374
C -0.427 -7.952 -2.371 0.0 -0.2 0.1 -0.662
C 4.265 3.385 -1.871 -0.1 -0.4 0.2 1.012
C -7.053 -1.895 2.415 -1.3 0.0 0.5 -0.588
H 1.537 6.490 -4.536 0.0 0.0 0.0 0.381
C 2.446 1.006 6.020 0.0 0.0 0.0 -0.610
H 6.010 -0.475 -1.993 0.0 -0.1 -0.1 0.328
C 3.701 -2.273 0.489 -0.1 0.1 0.4 -0.453
H 6.076 -2.936 -1.818 0.0 0.0 0.0 0.393
N 3.075 1.693 -0.773 -0.1 -0.8 0.3 0.122
H 0.959 1.811 8.294 0.0 0.0 0.0 0.353
C -0.256 -8.894 -1.339 0.1 0.4 0.0 0.712
C 3.199 5.330 -2.725 0.2 -0.1 0.1 -0.381
N -1.188 1.756 -0.911 0.2 0.0 0.4 0.926
C -6.367 -2.940 1.806 1.1 -0.6 -0.6 -0.375
H -4.060 2.681 -3.686 0.0 0.0 0.0 0.472
C 0.535 -1.119 -6.213 0.1 -0.1 0.0 -1.048
N -1.969 1.371 -3.126 0.1 0.0 -0.4 -0.802
H -4.635 0.477 2.261 -0.1 0.1 0.0 0.395
C -2.125 1.910 -1.933 -0.1 0.0 0.1 -0.832
H -0.770 1.477 8.392 0.0 0.0 0.0 0.453
O -0.813 -10.786 -2.729 0.0 0.1 0.1 -0.493
C 3.726 -0.875 0.490 0.2 -0.1 -0.3 0.177
H -1.185 0.707 -5.356 -0.1 0.0 0.1 0.191
H -4.633 4.579 0.843 0.0 0.0 0.0 0.370
C 0.835 -0.842 7.990 0.0 0.0 0.0 -1.624
O 1.909 -0.585 2.315 -0.1 0.0 -0.3 -0.559
H -0.684 -10.060 -3.348 0.0 0.0 -0.1 0.289
H -6.264 5.143 -0.937 0.0 0.0 0.0 0.380
C -3.454 3.331 -0.427 -0.3 0.1 -0.2 -0.122
```
Forces are in eV/Å.

Calculated values
- charge = -2
- lowest unoccupied orbital energy (alpha / beta) (eV) = 3.087 / 3.068
- max |F| (eV/A) = 3.18
- energy above the lowest of the compared OMol25 structures with the same formula, charge and spin (eV) = 0.7648
- HOMO-LUMO gap (alpha / beta) (eV) = 1.971 / 3.391

***

Record 2
DFT (the ωB97M-V functional and the def2-TZVPD basis) results for a molecular structure, C55H50FN5O4PReS.

XYZ file:
```
118
Properties=species:S:1:pos:R:3:forces:R:3:mulliken_charge:R:1
H -2.314 -5.773 -0.299 0.0 0.0 0.0 0.493
H 1.420 2.899 -5.160 0.0 0.0 0.0 0.444
H 0.537 3.172 3.330 -0.1 0.0 0.0 0.208
H -1.674 4.424 -2.619 0.0 0.0 0.0 0.517
H -8.869 3.165 -4.881 0.0 0.0 0.0 0.444
H -1.148 -6.343 1.883 0.0 0.0 0.0 0.468
H -4.631 0.782 -6.066 0.0 0.0 0.0 0.490
C -6.520 1.607 -2.242 0.0 0.0 0.1 -0.853
H 6.688 -0.540 -2.113 0.0 0.0 0.0 0.460
O 0.359 -0.189 -1.918 0.0 -0.3 -0.6 0.336
C -1.837 -4.801 -0.272 0.0 0.0 0.0 -0.877
C -0.683 -5.365 1.878 0.0 0.0 0.0 -1.016
C 1.721 -3.287 3.819 0.0 -0.1 0.0 -0.922
C -4.272 2.982 -5.924 0.0 0.0 0.0 -0.441
Re 0.516 -0.447 -0.064 -0.5 0.7 -0.1 2.398
H -1.669 0.601 -5.102 0.0 0.0 0.0 0.899
C -0.199 3.726 -4.018 0.0 0.0 0.0 -0.713
H -8.964 1.283 -0.686 0.0 0.0 0.0 0.406
C -4.308 1.246 -3.195 0.1 0.0 -0.1 -0.388
H 1.791 -3.298 -0.449 -0.1 0.0 0.0 0.532
H -0.660 4.211 -4.870 0.0 0.0 0.0 0.597
C -2.239 0.712 -4.188 0.0 0.0 0.0 -0.596
H 1.987 -3.951 4.632 0.0 0.0 0.0 0.485
C 4.824 -2.352 -1.510 0.1 0.0 0.0 -0.783
H -5.128 3.211 -6.543 0.0 0.0 0.0 0.323
C 3.046 4.964 2.589 0.0 0.0 0.0 -0.642
C 5.642 1.269 -1.703 0.0 0.0 0.0 -1.067
C 4.690 -0.944 -1.421 0.0 -0.1 0.0 1.419
H 2.972 -1.665 4.457 0.0 0.0 0.0 0.553
H -10.805 1.898 -2.063 0.0 0.0 0.0 0.364
H 0.420 -5.690 3.656 0.0 0.0 0.0 0.481
C -0.389 -3.210 0.771 0.1 0.1 0.0 -0.320
C -0.159 3.257 -1.659 0.0 0.0 0.1 -0.295
N 1.072 -1.595 1.704 0.0 -0.1 0.1 0.783
C -1.400 -2.646 -1.213 0.0 -0.1 0.0 -0.167
C 2.145 4.339 0.443 -0.1 0.0 0.1 -0.831
H 3.877 -4.235 -1.251 0.0 0.0 0.0 0.467
H 6.470 1.910 -1.972 0.0 0.0 0.0 0.448
H -2.711 0.993 2.544 0.0 0.0 0.0 0.383
C 2.369 -1.242 -0.590 0.8 0.0 0.1 0.410
C 4.429 1.833 -1.274 0.0 0.0 0.0 -0.089
C -10.113 2.694 -1.799 0.0 0.1 -0.1 -0.819
H -10.332 2.184 -4.671 0.0 0.0 0.0 0.376
H -9.144 4.163 -2.892 0.0 0.0 0.0 0.380
C -0.985 -4.470 0.793 0.0 -0.1 0.1 1.064
H -10.596 3.345 -1.074 0.0 0.0 0.0 0.405
S -0.696 1.889 1.770 0.1 -0.1 -0.2 1.052
C 2.195 2.990 0.799 0.0 0.1 0.0 1.325
N -0.592 -2.302 -0.221 0.0 -0.3 0.0 0.239
N -9.876 3.472 -3.062 0.0 0.0 0.0 -0.141
H -1.629 1.648 4.836 0.0 0.0 0.0 0.349
C 2.566 5.316 1.336 0.0 0.0 0.0 -0.748
H 2.807 1.610 2.337 0.0 0.0 0.0 0.096
C -3.985 1.537 -5.634 0.0 0.0 0.0 -0.430
H -4.067 3.691 -5.132 0.0 0.0 0.0 0.230
H -2.670 -4.111 -2.121 0.0 0.0 0.0 0.532
H -4.277 0.648 0.130 0.0 0.0 0.0 0.860
H -8.321 2.923 -0.622 0.0 0.0 0.0 0.529
C 2.692 2.650 2.056 0.2 -0.1 0.0 -0.771
H -1.121 3.315 5.071 0.0 0.0 0.0 0.396
C 1.586 2.413 -3.081 0.0 0.0 0.0 -0.926
C -3.774 0.934 -1.939 0.0 0.0 0.0 0.534
H 1.788 4.638 -0.532 0.0 0.0 0.0 0.466
C -1.648 0.383 -2.997 -0.2 0.0 -0.1 0.157
H -0.605 3.370 -0.679 0.0 0.0 0.0 0.352
O 0.254 -0.494 -4.115 -0.1 0.0 0.0 -0.618
C 0.812 -3.715 2.838 0.0 -0.1 0.1 1.166
C -0.272 -0.153 -3.094 0.2 0.2 0.3 -0.611
C -5.958 1.269 -0.993 -0.1 0.0 0.0 -0.012
C 3.368 1.028 -0.938 0.0 0.0 0.1 0.001
H 4.336 2.913 -1.221 0.0 0.0 0.0 0.590
H -7.923 1.044 -4.325 0.0 0.0 0.0 0.445
C 3.784 -3.159 -1.171 -0.1 0.0 0.0 -1.460
H 3.515 3.338 3.911 0.0 0.0 0.0 0.489
C 5.761 -0.092 -1.778 0.0 0.0 0.0 -0.794
C 3.467 -0.388 -0.973 -0.2 0.0 0.0 -0.879
P 1.787 1.676 -0.396 0.0 -0.2 -0.1 2.174
C 1.905 -1.210 2.655 0.1 0.0 0.0 0.181
H 5.762 -2.767 -1.856 0.0 0.0 0.0 0.454
H 2.530 6.357 1.043 0.0 0.0 0.0 0.475
C -3.091 2.306 -6.553 0.0 0.0 0.0 -0.739
H -2.996 2.280 1.338 0.0 0.0 0.0 0.210
H -10.713 3.987 -3.336 0.0 0.0 0.0 0.356
C -5.656 1.595 -3.329 0.0 0.0 0.0 -0.895
C -4.641 0.949 -0.843 0.1 0.0 0.0 -0.450
H -2.265 4.009 2.996 0.0 0.0 0.0 0.301
C 0.522 -2.830 1.800 -0.1 0.1 0.0 -0.385
H -1.537 -1.925 -2.002 0.0 0.0 0.0 0.393
H 0.495 1.454 3.756 0.0 0.0 0.0 0.234
O -1.887 0.396 -0.621 0.0 -0.1 -0.1 -0.892
C 2.573 -2.597 -0.706 0.0 0.0 0.0 0.003
C -2.430 1.998 2.222 -0.1 -0.1 0.1 -0.584
C -0.111 2.302 3.441 -0.1 0.0 0.1 -0.523
F -6.744 1.216 0.101 0.0 0.0 0.0 -0.352
C -2.363 0.560 -1.766 0.1 0.1 0.1 1.622
C 0.971 3.001 -4.181 0.0 0.0 0.0 -0.944
H -9.241 0.590 -3.275 0.0 0.0 0.0 0.304
H 2.322 -0.220 2.550 0.0 0.0 0.0 -0.030
C 3.115 3.623 2.947 0.1 0.0 -0.1 -0.625
H -3.129 2.053 -7.602 0.0 0.0 0.0 0.277
C -2.037 -3.887 -1.275 0.0 0.0 0.0 -1.214
C 2.266 -2.031 3.726 0.0 0.1 -0.1 -1.122
H -3.437 3.014 3.847 0.0 0.0 0.0 0.438
N -7.873 1.947 -2.417 0.0 0.0 -0.1 0.183
N -3.482 1.182 -4.318 -0.1 0.1 0.0 0.413
C -2.458 3.000 3.370 0.0 0.0 0.0 -0.717
H 2.490 1.836 -3.224 0.0 0.0 0.0 0.507
H -6.017 1.877 -4.305 0.0 0.0 0.0 0.884
H -2.112 2.587 -6.189 0.0 0.0 0.0 0.109
C -8.767 2.179 -1.279 0.0 0.0 0.0 -0.702
C 0.178 -5.006 2.852 0.0 0.0 0.0 -0.976
C -8.600 1.428 -3.570 0.0 0.0 0.0 -0.614
O -0.403 0.365 1.608 0.0 0.2 0.6 -1.345
C -9.434 2.554 -4.180 -0.1 0.1 0.1 -0.772
C 1.036 2.550 -1.810 0.0 -0.1 -0.1 -0.088
C -1.340 2.563 4.317 0.0 -0.1 -0.1 -0.804
C -0.767 3.848 -2.754 0.0 0.0 0.0 -0.818
H 3.382 5.728 3.277 0.0 0.0 0.0 0.442
```
Forces are in eV/Å.

Calculated values
- charge = +3
- lowest unoccupied orbital energy (alpha / beta) (eV) = -6.568 / -7.207
- max |F| (eV/A) = 0.90
- 2S+1 = 2
- energy above the lowest of the compared OMol25 structures with the same formula, charge and spin (eV) = 0.0000
- HOMO-LUMO gap (alpha / beta) (eV) = 6.985 / 6.377